Here is 3 unconnected molecules or ions with the total composition C12H21BrO11 in a non-equilibrium geometry from the OMol25 dataset. Energies are from ωB97M-V/def2-TZVPD.

Gap between HOMO and LUMO   9.57 eV

Each line ends with the Mulliken charge.
Cartesian coordinates (Å):
O 3.546 -0.149 1.345  -0.55
C 3.486 -0.202 0.141  0.33
O 2.873 -1.242 -0.455  -0.46
C 4.093 0.853 -0.733  -0.29
C 5.337 0.359 -1.466  -0.40
O 5.706 1.163 -2.592  -0.37
C 5.863 2.469 -2.314  0.80
O 6.907 2.972 -1.977  -0.50
O 4.737 3.233 -2.356  -0.34
Br 3.531 2.754 -3.654  0.10
H 2.835 -1.108 -1.405  0.35
H 3.400 1.259 -1.461  0.23
H 4.369 1.661 -0.080  0.38
H 6.176 0.336 -0.785  0.32
H 5.199 -0.641 -1.839  0.39
C -1.581 1.752 0.646  -0.90
C -1.546 2.971 -0.248  -0.32
O -0.895 2.699 -1.500  -0.32
C -1.626 2.037 -2.390  0.77
O -2.765 1.681 -2.256  -0.56
O -0.876 1.848 -3.477  -0.29
C -1.515 1.087 -4.505  -0.67
H -0.576 1.351 0.787  0.19
H -1.996 2.005 1.621  0.40
H -2.192 0.962 0.211  0.26
H -0.956 3.760 0.215  0.31
H -2.544 3.367 -0.429  0.33
H -2.479 1.515 -4.766  0.30
H -1.639 0.053 -4.187  0.30
H -0.858 1.123 -5.369  0.21
C -3.529 -3.966 4.972  -1.10
C -4.038 -2.636 4.460  -0.20
O -3.038 -1.935 3.708  -0.37
C -2.851 -2.371 2.466  0.77
O -3.457 -3.255 1.923  -0.56
O -1.881 -1.641 1.917  -0.29
C -1.529 -2.052 0.595  -0.66
H -2.609 -3.827 5.542  0.29
H -4.274 -4.434 5.615  0.36
H -3.310 -4.646 4.149  0.31
H -4.279 -1.980 5.294  0.29
H -4.939 -2.755 3.858  0.32
H -2.404 -2.095 -0.050  0.33
H -1.037 -3.023 0.624  0.37
H -0.838 -1.311 0.205  0.13

=====

Here is a molecular structure, C12H21Cl2O3PScV in a non-equilibrium geometry from the OMol25 dataset. Energies are from ωB97M-V/def2-TZVPD.

Total charge   +4
2S+1   3
Gap between HOMO and LUMO (spin up / spin down)   5.41 / 5.48 eV

Each line ends with the Löwdin spin population.
Cartesian coordinates (Å):
Sc -0.883 -0.321 -5.204  0.00
V 1.036 0.855 -1.365  1.93
Cl 0.456 -1.589 -3.716  0.01
Cl -0.777 1.514 -2.629  0.00
C 2.056 2.201 -0.698  0.05
C 0.125 -1.068 -6.873  0.00
C 0.390 1.379 -5.599  0.00
O 2.582 3.186 -0.299  0.17
O 1.026 -1.590 -7.397  0.00
O 1.235 2.169 -5.732  0.00
C -1.042 2.581 1.253  0.00
C -0.267 1.415 1.896  -0.01
C -0.980 0.855 3.145  -0.01
P 0.133 0.175 0.592  -0.10
C 1.780 -0.547 1.009  -0.02
C 1.728 -1.472 2.222  -0.01
C 2.344 -1.199 -0.252  0.00
C -1.269 -1.015 0.345  0.00
C -1.460 -2.052 1.456  -0.01
C -2.579 -0.258 0.061  0.00
H -1.973 2.222 0.781  0.00
H -0.429 3.068 0.478  0.00
H -1.292 3.314 2.038  0.00
H 0.741 1.759 2.212  0.00
H -1.989 0.469 2.915  0.00
H -0.387 0.074 3.647  0.00
H -1.103 1.687 3.862  0.00
H 2.397 0.311 1.297  0.00
H 1.101 -2.351 2.050  0.00
H 2.736 -1.833 2.440  0.00
H 1.383 -0.976 3.128  0.00
H 2.273 -0.587 -1.184  0.00
H 3.396 -1.445 -0.049  0.00
H 1.860 -2.169 -0.425  0.00
H -0.961 -1.537 -0.581  0.00
H -1.415 -1.614 2.462  0.00
H -2.458 -2.507 1.354  0.00
H -0.732 -2.862 1.389  0.00
H -2.488 0.409 -0.803  0.00
H -3.378 -0.984 -0.157  0.00
H -2.914 0.331 0.929  0.00

=====

Here is 3 unconnected molecules or ions with the total composition C12H21ClF7NO14PS4 in a non-equilibrium geometry from the OMol25 dataset. Energies are from ωB97M-V/def2-TZVPD.

Total charge   -1
Gap between HOMO and LUMO   7.89 eV

Each line ends with the Mulliken charge.
Cartesian coordinates (Å):
C 0.914 1.050 0.432  -0.23
C -0.683 0.774 0.458  -0.74
P -1.218 -0.742 -0.583  0.74
N -1.593 -2.255 -1.445  -0.83
C -1.225 0.440 -2.081  -0.12
S -1.748 -0.287 -3.690  1.02
O -2.079 0.843 -4.626  -0.70
O -0.704 -1.182 -4.327  -0.66
S -3.338 -0.374 -0.055  1.32
O -4.095 -0.009 -1.333  -0.68
O -3.493 0.842 0.847  -0.77
C -4.141 -1.778 0.877  0.73
F -3.877 -1.684 2.265  -0.30
F -3.857 -3.063 0.395  -0.28
C -5.760 -1.636 0.768  0.38
F -6.195 -0.321 0.705  -0.21
F -6.255 -2.154 1.997  -0.31
C -6.403 -2.551 -0.372  0.66
F -5.781 -2.471 -1.603  -0.18
F -6.567 -3.862 0.089  -0.24
F -7.722 -2.074 -0.573  -0.27
O 0.444 -1.180 -0.933  -0.43
C 0.973 -2.252 -0.109  -0.73
C -0.241 -2.781 0.811  0.14
Cl 0.399 -2.794 2.561  -0.29
O -1.227 -1.731 0.879  -0.61
H 1.047 2.007 1.056  0.19
H 1.511 0.250 0.954  0.25
H 1.289 1.315 -0.607  -0.02
H -0.944 0.557 1.543  0.36
H -1.143 1.761 0.098  0.41
H -2.552 -2.313 -1.804  0.19
H -0.887 -2.528 -2.130  0.29
H -0.139 0.778 -2.224  -0.03
H -1.871 1.375 -1.937  0.48
H -2.938 -0.989 -3.480  0.08
H 1.520 -2.979 -0.790  0.24
H 1.794 -1.909 0.619  0.18
H -0.599 -3.805 0.490  0.38
C 2.798 2.391 5.464  -0.35
C 1.724 3.017 4.588  -0.27
O 2.388 3.343 3.367  -0.31
S 3.557 2.254 3.091  0.97
O 3.048 1.269 2.189  -0.38
O 4.784 2.956 2.864  -0.60
O 3.597 1.607 4.578  -0.32
H 3.438 3.157 5.913  0.28
H 2.376 1.765 6.250  0.31
H 1.287 3.907 5.038  0.33
H 0.932 2.298 4.361  0.25
C 5.315 1.424 -2.094  -0.24
C 5.196 0.195 -2.982  -0.36
O 3.800 0.063 -3.244  -0.30
S 3.126 1.537 -3.285  0.94
O 3.026 1.949 -4.652  -0.60
O 2.015 1.550 -2.387  -0.52
O 4.353 2.349 -2.601  -0.32
H 5.052 1.191 -1.059  0.20
H 6.314 1.859 -2.125  0.32
H 5.583 -0.703 -2.502  0.33
H 5.707 0.346 -3.937  0.27

=====

Here is a molecular structure, C12H21ClKN3O10 from the OMol25 dataset. Energies are from ωB97M-V/def2-TZVPD.

Total charge   -2
Gap between HOMO and LUMO   7.31 eV

Each line ends with the Mulliken charge.
Cartesian coordinates (Å):
K 1.003 -1.003 1.079  0.98
O -0.875 -2.527 -0.877  -0.38
C 0.052 -2.904 -1.882  -0.57
C 0.718 -1.676 -2.480  -0.74
N 1.756 -1.107 -1.637  0.89
C 1.988 0.291 -1.975  -0.93
C 0.877 1.264 -1.533  0.22
O 0.814 2.349 -2.152  -0.86
O 0.159 0.904 -0.566  -0.30
C 3.003 -1.856 -1.711  -0.76
C 4.032 -1.521 -0.595  0.40
O 5.204 -1.856 -0.847  -0.82
O 3.575 -0.991 0.447  -0.70
H -0.754 -3.094 -0.098  0.24
H -0.478 -3.441 -2.682  0.30
H 0.801 -3.588 -1.472  0.37
H -0.063 -0.922 -2.612  0.34
H 1.112 -1.925 -3.485  0.27
H 2.159 0.424 -3.057  0.21
H 2.899 0.615 -1.466  0.34
H 3.497 -1.728 -2.689  0.25
H 2.791 -2.925 -1.610  0.25
O -0.347 -3.642 3.854  -0.68
Cl -0.919 -4.062 2.603  1.74
O -1.125 -5.486 2.601  -0.70
O -2.167 -3.378 2.370  -0.66
O 0.007 -3.716 1.520  -0.73
C -2.414 -0.120 1.473  -1.08
N -2.107 1.287 1.284  0.16
C -2.635 1.814 0.026  -0.70
C -1.999 3.132 -0.384  -0.19
C -1.565 3.885 0.858  -0.99
N -0.658 3.065 1.635  0.17
C 0.686 3.538 1.867  -1.10
C -0.934 1.738 1.836  0.54
O -0.222 1.027 2.550  -0.81
H -1.945 -0.734 0.696  0.26
H -3.496 -0.259 1.399  0.38
H -2.078 -0.458 2.447  0.35
H -3.721 1.920 0.151  0.58
H -2.446 1.073 -0.756  0.24
H -2.713 3.727 -0.962  0.46
H -1.120 2.936 -0.999  -0.07
H -2.432 4.175 1.469  0.33
H -1.035 4.800 0.586  0.47
H 1.113 3.927 0.939  0.35
H 1.292 2.703 2.208  0.34
H 0.711 4.324 2.631  0.32

=====

Here is 2 unconnected molecules or ions with the total composition C12H21ClNSSi in a non-equilibrium geometry from the OMol25 dataset. Energies are from ωB97M-V/def2-TZVPD.

Total charge   -1
Gap between HOMO and LUMO   6.92 eV

Each line ends with the Mulliken charge.
Cartesian coordinates (Å):
C 2.902 -0.595 2.195  -1.34
C 2.351 -1.053 0.861  0.80
C 3.158 -1.183 -0.269  -0.67
C 2.627 -1.594 -1.479  -0.62
C 1.265 -1.850 -1.583  -0.72
C 0.441 -1.730 -0.468  0.73
C -1.049 -2.006 -0.488  -1.11
Si -2.129 -0.452 -0.681  0.25
N -3.802 -1.002 -0.437  -0.73
S -2.054 0.397 -2.617  -0.30
C -1.779 0.780 0.688  -1.21
C -0.657 1.798 0.398  1.57
C -0.313 2.494 1.738  -1.89
C -1.083 2.905 -0.590  -1.70
C 0.999 -1.348 0.760  -0.36
H 2.511 -1.239 2.984  0.34
H 2.515 0.406 2.406  0.22
H 3.990 -0.583 2.185  0.37
H 4.217 -0.970 -0.172  0.32
H 3.267 -1.688 -2.344  0.36
H 0.866 -2.177 -2.530  0.49
H -1.311 -2.419 0.491  0.45
H -1.290 -2.716 -1.282  0.43
H -4.053 -1.663 -1.167  0.24
H -3.791 -1.561 0.416  0.24
H -1.155 -0.394 -3.237  0.05
H -1.577 0.284 1.641  0.36
H -2.702 1.353 0.835  0.58
H 0.273 1.341 0.057  -0.01
H -0.307 1.776 2.561  0.41
H 0.638 3.026 1.673  0.39
H -1.084 3.236 1.966  0.47
H -0.707 3.863 -0.220  0.49
H -0.615 2.756 -1.561  0.40
H -2.167 2.996 -0.663  0.29
H 0.357 -1.278 1.633  0.17
Cl 1.248 0.089 -3.698  -0.77

=====

Here is a molecular structure, C12H21CsN from the OMol25 dataset. Energies are from ωB97M-V/def2-TZVPD.

Total charge   +1
Gap between HOMO and LUMO   8.85 eV

Each line ends with the Mulliken charge.
Cartesian coordinates (Å):
Cs -0.443 0.276 2.072  1.00
C -1.036 2.448 -1.419  -2.02
C -0.419 1.112 -1.064  0.95
C 0.945 1.036 -0.750  0.64
C 1.775 2.302 -0.692  -2.31
C 1.540 -0.208 -0.504  1.22
C 3.037 -0.301 -0.298  -2.13
C 0.753 -1.370 -0.507  0.69
C 1.376 -2.705 -0.153  -2.41
C -0.604 -1.300 -0.856  1.27
C -1.411 -2.569 -1.032  -2.14
C -1.198 -0.053 -1.102  0.74
C -2.673 0.039 -1.423  -2.32
H -1.860 2.334 -2.120  0.46
H -0.308 3.108 -1.885  0.46
H -1.429 2.978 -0.545  0.28
H 2.127 2.597 -1.684  0.39
H 2.653 2.185 -0.061  0.47
H 1.202 3.141 -0.300  0.47
H 3.339 -0.125 0.740  0.32
H 3.559 0.434 -0.908  0.48
H 3.418 -1.279 -0.581  0.46
H 1.784 -3.212 -1.032  0.40
H 0.649 -3.380 0.294  0.49
H 2.194 -2.591 0.556  0.48
H -1.976 -2.845 -0.137  0.32
H -0.773 -3.413 -1.283  0.47
H -2.130 -2.461 -1.841  0.48
H -2.848 0.062 -2.502  0.40
H -3.118 0.945 -1.013  0.47
H -3.230 -0.805 -1.024  0.47
N -1.164 0.858 5.478  -0.72
H -2.159 0.920 5.665  0.25
H -0.761 1.719 5.833  0.25
H -0.814 0.120 6.079  0.25

=====

Here is a molecular structure, C12H21F12N7O12PS4Sr in a non-equilibrium geometry from the OMol25 dataset. Energies are from ωB97M-V/def2-TZVPD.

Total charge   -1
Gap between HOMO and LUMO   8.06 eV

Each line ends with the Mulliken charge.
Cartesian coordinates (Å):
Sr -0.357 -0.901 -1.181  2.69
N -3.462 -1.328 -3.083  0.70
O -2.698 -1.016 -2.124  -0.53
O -4.039 -2.437 -3.078  -0.62
O -3.675 -0.514 -4.004  -0.64
C 1.639 0.764 -5.173  0.56
F 0.585 1.542 -4.948  -0.17
F 1.695 0.486 -6.461  -0.22
F 2.751 1.340 -4.830  -0.18
S 1.243 -0.831 -4.139  0.72
O -0.190 -0.877 -4.059  -0.55
O 1.783 -2.051 -4.704  -0.58
N 1.730 -0.395 -2.527  -0.26
S 3.233 -0.854 -2.415  0.91
O 3.438 -2.270 -2.183  -0.62
O 4.095 -0.323 -3.442  -0.68
C 3.636 0.009 -0.805  0.60
F 3.416 1.322 -0.988  -0.22
F 2.756 -0.403 0.135  -0.29
F 4.868 -0.190 -0.372  -0.22
C -2.992 -3.040 1.439  0.66
F -3.383 -1.777 1.308  -0.22
F -3.458 -3.427 2.627  -0.26
F -3.516 -3.816 0.517  -0.21
S -1.125 -3.254 1.369  0.36
O -0.572 -2.063 1.964  -0.54
O -0.947 -4.471 2.124  -0.61
N -0.612 -3.149 -0.210  -0.35
S -0.316 -4.672 -0.533  0.76
O 1.018 -5.074 -0.096  -0.66
O -1.434 -5.542 -0.361  -0.59
C -0.122 -4.472 -2.438  0.62
F -0.281 -5.637 -3.042  -0.23
F -0.948 -3.581 -2.941  -0.19
F 1.135 -4.101 -2.638  -0.20
O -0.243 0.581 0.793  0.65
P -0.017 1.341 2.063  -1.21
N -1.325 1.386 3.120  0.23
C -1.103 2.062 4.401  -1.23
C -2.106 0.142 3.379  -0.82
N 0.267 2.934 1.739  0.44
C -0.823 3.920 1.647  -0.99
C 1.522 3.281 1.027  -0.82
N 1.284 0.916 3.081  0.82
C 2.143 1.776 3.911  -1.35
C 1.727 -0.484 3.057  -0.85
H -0.582 1.442 5.134  0.24
H -2.018 2.547 4.733  0.36
H -0.410 2.885 4.195  0.45
H -2.469 -0.190 2.410  0.10
H -3.006 0.363 3.945  0.39
H -1.376 -0.568 3.766  0.29
H -0.408 4.818 1.196  0.37
H -1.595 3.530 0.981  0.31
H -1.256 4.151 2.618  0.25
H 2.330 2.686 1.458  0.17
H 1.466 2.785 0.048  0.11
H 1.597 4.355 0.928  0.46
H 3.142 1.753 3.476  0.48
H 1.795 2.803 3.766  0.36
H 1.916 1.490 4.937  0.38
H 1.498 -0.957 2.102  -0.03
H 1.118 -1.095 3.736  0.21
H 2.774 -0.594 3.331  0.41
C -1.995 3.058 -3.662  -1.10
C -1.405 2.373 -2.512  0.30
N -0.942 1.836 -1.614  -0.09
H -1.886 2.370 -4.500  0.26
H -1.463 3.982 -3.884  0.35
H -3.039 3.322 -3.510  0.35

=====

Here is a molecular structure, C12H21F3IrN2O6S2 from the OMol25 dataset. Energies are from ωB97M-V/def2-TZVPD.

Total charge   +1
Energy above the lowest of the compared OMol25 structures with the same formula, charge and spin   4.8 kcal per mole
2S+1   5
Gap between HOMO and LUMO (spin up / spin down)   6.79 / 7.28 eV

Each line ends with the Löwdin spin population.
Cartesian coordinates (Å):
Ir -0.458 0.557 -0.155  2.88
C -0.291 1.523 3.151  0.01
O 0.485 1.131 2.020  0.09
C 1.798 1.671 2.046  0.01
C 2.605 1.097 0.913  0.01
O 1.919 1.370 -0.308  0.11
C 2.605 0.864 -1.459  0.01
C 1.697 0.984 -2.652  0.01
O 0.535 0.193 -2.429  0.11
C -0.315 0.119 -3.578  0.01
H 0.181 1.149 4.062  0.00
H -0.371 2.611 3.195  0.00
H -1.277 1.086 3.040  0.00
H 1.743 2.761 1.964  0.00
H 2.281 1.406 2.992  0.00
H 3.588 1.577 0.897  0.00
H 2.739 0.019 1.030  0.00
H 3.509 1.456 -1.627  0.00
H 2.881 -0.179 -1.294  0.00
H 1.412 2.027 -2.823  0.00
H 2.226 0.613 -3.535  0.00
H 0.227 -0.357 -4.397  0.00
H -1.179 -0.477 -3.304  0.00
H -0.636 1.119 -3.883  0.00
C -3.878 -1.530 0.426  0.00
S -3.292 0.060 -0.033  0.02
O -4.387 0.968 -0.127  0.03
O -2.462 -0.104 -1.253  0.13
O -2.283 0.448 1.040  0.21
H -4.551 -1.857 -0.364  0.00
H -4.413 -1.427 1.367  0.00
H -3.027 -2.199 0.519  0.00
S -0.948 2.690 -1.304  0.10
C -0.895 4.033 -0.266  0.02
N -1.522 5.159 -0.723  0.01
C -1.580 6.307 -0.022  0.00
C -0.986 6.362 1.201  0.00
C -0.353 5.187 1.631  0.00
N -0.305 4.067 0.936  0.00
H -1.976 5.095 -1.626  0.00
H -2.108 7.131 -0.479  0.00
H -1.009 7.256 1.803  0.00
H 0.139 5.164 2.598  0.00
F 0.942 -1.584 1.429  0.03
C 0.434 -1.404 0.187  0.13
F -0.592 -2.295 0.079  0.04
F 1.390 -1.829 -0.664  0.02